ORCA calculation (the ωB97M-V functional and the def2-TZVPD basis) on a cluster of 6 separate species, C30H39FO17 in total at a distorted geometry.

Geometry as XYZ:
```
87
Properties=species:S:1:pos:R:3:forces:R:3
O -0.604766 -0.195903 2.314812 -1.043 1.454 0.783
C 1.249491 2.006479 -3.432080 2.642 0.540 1.472
C -2.273413 4.116534 -0.941479 -1.227 0.297 1.165
H 4.013179 4.488898 -3.050844 -0.896 -1.794 0.423
C -1.792778 0.535087 2.005413 -0.061 0.627 -1.828
O 0.447201 0.287422 -5.960490 0.576 -0.650 -0.114
H -1.293806 -0.030211 -2.113047 1.448 -0.232 1.129
C 7.261346 1.565095 0.714552 0.122 -0.827 -0.814
H -2.182104 -5.689836 0.514519 0.001 0.006 -0.063
H 5.660168 2.902174 2.563390 0.064 -0.009 -0.036
H 1.316167 -0.734503 1.323069 -1.732 0.260 0.450
C -6.603323 -0.394250 2.630812 -0.521 0.639 0.362
H -2.989586 3.944035 -1.830936 1.273 0.067 1.384
H -2.477313 1.659803 -1.508534 0.101 -0.245 1.604
O 7.309835 0.761213 -0.170938 -0.093 0.665 0.694
H 1.738778 4.173479 -4.295257 0.277 -1.701 1.155
O -2.753731 -3.302868 -0.843053 0.593 -0.253 -0.406
C 1.313291 -0.531286 -6.079520 -0.627 0.712 0.051
H 0.527426 -0.784875 -3.463851 0.693 0.178 1.751
O -5.174649 -2.175068 2.502474 -0.368 -0.229 -0.618
H -4.458622 -0.292888 2.913845 -0.141 -0.057 0.028
H -2.253509 -0.459439 0.147462 0.779 1.031 0.385
C -2.634671 3.096752 0.260362 0.142 -0.747 -1.612
H 6.514764 4.336894 1.952708 -0.054 -0.134 -0.184
O 6.485894 2.684431 0.694686 0.372 -0.407 -0.008
O 1.420289 -0.572995 8.233555 -0.665 -0.007 -0.675
C -3.613792 -4.207611 -0.159021 -0.552 -0.224 0.414
O 0.885566 -0.560221 6.033191 -0.131 0.040 0.696
H 3.777011 -1.463711 -5.172321 -0.057 0.019 -0.042
C 2.068767 3.316642 -3.604584 1.726 -2.323 2.103
C 3.096521 1.059279 -1.787025 -0.886 2.277 -1.791
H 8.673056 3.359037 2.314640 -0.061 -0.038 -0.017
C -5.902916 -2.097189 1.357000 -0.184 -0.388 -0.649
H -2.495094 5.187277 -0.567573 0.720 -1.604 -0.658
H 0.273472 1.929403 -4.016996 1.572 -0.052 0.937
O 7.974429 1.478913 1.870520 -0.371 0.025 -0.467
H -3.760498 1.233433 -0.270671 1.682 0.710 -0.192
C -0.323914 -0.830654 5.336508 -0.133 -0.024 -0.907
C -1.379054 -0.433880 6.322911 -0.759 0.168 -0.113
C -2.020356 -4.036691 -1.724267 0.487 0.324 -0.714
H -0.378671 -0.253112 4.413316 0.212 -0.149 0.283
C -2.899396 -5.517833 -0.293837 -0.036 -0.625 0.465
O -2.665427 1.015755 2.756372 3.704 -2.213 -1.829
O 2.615234 -0.239008 -6.342606 -0.622 -0.118 0.037
H -7.469238 -0.725862 3.211447 0.041 -0.022 -0.070
H 2.516998 -3.402357 -5.806089 -0.217 0.111 0.009
H -4.586700 -4.210192 -0.650893 0.242 -0.030 0.056
O -6.669725 -0.974270 1.333348 0.468 -0.635 -0.077
H -0.360015 -1.896646 5.091412 0.004 0.036 0.046
C -0.216223 0.329964 -0.086845 -1.666 -0.981 1.520
H -1.647937 0.623614 6.245798 0.039 -0.059 -0.018
C -1.755616 0.544545 0.396507 -0.457 0.046 -0.451
C 0.597752 -0.594356 7.363317 0.798 -0.002 0.757
H 3.551421 0.255566 -1.111244 -0.857 1.186 -1.126
F -3.954569 3.360097 0.796285 1.751 -0.046 -0.735
C 7.819909 2.716364 2.551046 0.469 0.263 0.668
H 2.218223 -2.785238 -7.446828 -0.005 0.048 0.053
C -5.311779 -0.926716 3.170141 0.585 0.526 0.724
O -2.187137 -5.370650 -1.515964 0.105 0.621 -0.202
H -1.183280 3.964322 -1.237379 -1.493 0.294 0.341
C 3.432302 3.514558 -2.878912 -2.471 -3.478 0.480
C 6.531472 3.247035 1.999120 -0.542 0.632 0.310
O 1.120674 -1.874000 -5.968809 0.067 0.602 0.027
H -5.337459 -1.065926 4.252061 0.041 -0.191 -0.142
C 0.194372 -0.645598 1.158235 -2.067 -0.571 -2.279
H -3.743825 -3.909107 0.880540 0.068 0.114 -0.231
H 1.585708 -1.363848 -2.028278 -0.929 1.148 -0.475
H -1.894739 3.159112 1.130365 -1.140 0.041 -1.205
H 0.496957 1.215715 -0.011595 -1.326 -0.821 -0.667
O -0.745899 -0.657197 7.576290 0.562 -0.044 -0.039
H -0.332924 -1.644652 0.903992 1.517 1.173 0.347
C -2.669608 1.602044 -0.387543 -0.796 0.394 1.590
H 4.167181 -1.498120 -6.906937 -0.117 0.202 0.039
C 2.320082 -2.504819 -6.394273 0.108 -0.838 -0.159
H 7.779743 2.563834 3.630555 0.066 -0.167 -0.149
O -1.317733 -3.567040 -2.575023 -0.474 -0.336 0.676
C -0.419316 -0.428554 -1.482671 1.041 -0.784 0.083
C 3.354561 -1.441387 -6.181168 0.857 -0.057 0.080
C 1.729138 0.819474 -2.521332 2.262 3.613 -0.440
H -6.613026 0.694964 2.571225 -0.016 -0.142 -0.196
C 0.894833 -0.532149 -2.396733 0.069 0.799 -0.701
O -5.869555 -2.915247 0.480159 -0.483 0.899 0.855
H 4.937694 2.538088 -1.421903 -1.788 -0.656 -0.762
H -0.715061 -1.515695 -1.219596 0.370 1.750 -0.495
C 3.931849 2.367139 -1.946871 -2.912 0.300 -2.117
H -2.283746 -1.036952 6.231603 0.105 0.027 0.201
H -3.586254 -6.363857 -0.343751 0.160 0.047 -0.161
```
Positions in Å, forces in eV/Å.

Calculated values
- E_HOMO: -8.4 eV
- SMILES: C[C@@H](F)C[C@@H]1C(=O)OC[C@H]1CCc1ccccc1.O=C1OCCO1.O=C1OCCO1.O=C1OCCO1.O=C1OCCO1.O=C1OCCO1
- Total charge: 0
- E_LUMO: 0.275 eV



ORCA calculation (the ωB97M-V functional and the def2-TZVPD basis) on a structure of composition C30H39Ge2IN3NiS at a distorted geometry.

Geometry as XYZ:
```
77
Properties=species:S:1:pos:R:3:forces:R:3
C 1.985992 -0.985075 -4.283397 0.013 -0.059 0.004
H 0.995223 -2.751721 -3.489921 0.012 -0.076 -0.101
H -1.963159 -2.538678 -2.290892 -0.010 0.012 -0.036
H -0.164041 5.276702 -5.330252 0.001 -0.005 0.000
N -2.034653 -1.265650 0.419811 -0.025 0.010 -0.116
H -1.866389 -5.648546 5.906494 -0.001 -0.003 -0.003
C -1.847922 -3.350287 3.414591 -0.048 -0.002 0.017
C 3.250583 -1.048363 -0.051116 0.066 -0.011 0.135
I -0.062375 -4.663302 -1.386633 0.003 -0.043 -0.005
C -1.695490 -4.707510 5.398954 0.002 0.076 -0.075
C -0.084145 3.733369 -3.853412 0.056 0.002 -0.028
H -0.039065 1.086283 -3.950993 -0.018 -0.015 0.059
C -1.248887 -2.282947 4.083460 -0.083 -0.028 -0.068
C 0.196381 -3.199582 0.173401 -0.036 0.034 -0.427
H 3.266374 -0.951124 -1.127684 0.066 0.030 0.047
C 0.003437 0.918550 -2.871277 -0.073 -0.149 -0.576
C -0.987487 -0.991362 3.348705 0.035 -0.089 -0.002
C -1.115887 -3.645612 6.076231 -0.008 0.030 -0.065
C -1.792709 -1.692002 -4.288713 -0.037 -0.008 -0.047
H -2.505298 -0.880339 -2.390301 -0.033 -0.002 -0.078
C -0.317724 5.761717 -1.994213 -0.001 -0.052 -0.029
H -1.095870 3.814081 1.535432 0.024 -0.063 0.006
H 2.521582 1.416522 0.243662 0.056 0.058 0.019
H 1.614023 1.342679 1.719782 0.048 0.026 0.045
H 2.817401 3.478149 1.638888 -0.006 0.017 -0.010
C 1.678738 1.867275 0.765458 0.293 0.083 0.218
H -0.831822 -3.752631 7.116232 -0.006 0.004 -0.009
H 4.325486 -1.308121 3.057626 -0.016 -0.004 -0.028
C -0.897188 -2.438682 5.417334 0.084 -0.064 0.045
H -0.761486 -0.197117 4.066295 0.029 0.002 0.061
H -2.770501 -2.030774 -4.642509 0.003 0.001 0.032
H -1.052266 -2.404849 -4.664440 -0.023 0.010 0.072
H -0.581479 -3.487434 0.871972 0.000 -0.030 0.117
C 1.306772 -1.187099 2.837609 0.314 0.033 -0.011
Ge -0.029462 -0.915574 -2.153335 0.009 0.789 0.158
C -0.295594 6.079243 -3.341864 -0.009 -0.068 -0.012
H -0.251126 4.220267 -0.527563 0.136 -0.002 -0.074
H 1.496689 -1.216462 3.913963 -0.019 -0.010 0.004
H 1.179306 -3.426819 0.572594 0.039 -0.045 0.028
H -0.415642 6.543357 -1.250489 0.005 -0.011 0.001
H 2.794024 -1.524658 -4.786065 -0.014 -0.002 0.002
C -1.524182 1.759419 0.844205 -0.249 0.036 0.204
H 2.393927 -0.030256 -3.941825 -0.022 -0.031 0.047
H -0.442841 -1.607064 5.946731 -0.021 -0.026 0.006
C -0.001073 1.957314 -2.041527 -0.089 0.837 -0.224
C -3.198521 -1.242182 0.497079 -0.644 -0.025 0.103
H 1.110073 3.865620 1.509810 -0.015 -0.063 -0.010
C -1.753803 -1.579630 -2.762861 -0.328 -0.119 -0.061
C -0.218928 4.435932 -1.586778 0.076 0.046 0.156
C 1.410648 -1.813958 -3.130197 0.467 -0.112 -0.006
H -1.371238 1.261870 1.804675 -0.068 0.070 0.032
Ni 0.013282 -1.188325 0.254037 0.122 -0.336 0.957
H -2.132967 3.732538 0.114559 -0.057 -0.091 0.063
N 0.108188 -1.101166 2.377086 -0.087 0.083 0.097
C -0.095496 3.390318 -2.496376 0.003 -0.324 -0.036
C 4.345150 -1.128748 0.830059 -0.214 -0.018 0.084
C -2.065686 -4.553588 4.064907 0.031 0.012 0.095
H -2.352382 1.238433 0.369914 -0.074 0.025 0.001
C 3.798762 -1.227895 2.117788 0.115 0.041 -0.208
H -2.769175 3.297174 1.693937 0.013 0.033 0.001
H -2.531999 -5.373118 3.533169 -0.001 0.000 -0.004
H 5.389777 -1.119916 0.558785 -0.015 -0.001 0.004
S -4.839818 -1.184795 0.648908 0.551 -0.002 -0.064
C 2.412757 -1.199863 1.933570 -0.465 -0.010 0.326
C -1.885714 3.234048 1.052952 -0.168 -0.056 0.073
H -1.883685 -0.697645 2.806696 -0.011 -0.014 -0.052
H -2.161907 -3.220635 2.384823 0.024 0.013 0.016
H -0.373069 7.109025 -3.668370 0.006 -0.015 0.006
H 2.132238 3.900616 0.078194 -0.039 -0.024 -0.067
H -1.590946 -0.733109 -4.776905 -0.013 -0.014 0.056
Ge 0.070601 1.340362 -0.198124 0.002 -0.161 -0.529
N 2.089759 -1.085141 0.617251 0.369 -0.027 -0.380
H 0.003990 2.954982 -4.599142 0.012 0.011 -0.014
C -0.178884 5.050206 -4.271030 -0.007 -0.003 0.053
H 1.231278 -0.753775 -5.040348 -0.008 -0.033 0.052
C 1.935097 3.359354 1.003800 0.027 -0.023 0.006
H 2.202438 -2.092244 -2.432903 -0.059 -0.059 -0.057
```
Positions in Å, forces in eV/Å.

Calculated values
- E_HOMO (alpha / beta): -4.8 / -5.2 eV
- Relative energy (zero: lowest compared OMol25 entry of this formula, charge and spin): 85.42 kJ/mol
- Multiplicity: 3
- <S²>: 2.038
- Total charge: -1
- E_LUMO (alpha / beta): 2.508 / 1.213 eV